# 1
The following is a quantum chemistry calculation of 13 unconnected molecules or ions with the total composition C52H67BF5O23S3 in a non-equilibrium geometry, from the Open Molecules 2025 dataset.

Cartesian coordinates (Å):
O 1.387 -8.928 -22.546
C 2.276 -8.879 -23.377
O 2.595 -9.740 -24.205
B 3.819 -9.384 -24.965
O 4.025 -7.916 -24.626
C 3.157 -7.601 -23.653
O 3.040 -6.563 -23.082
O 3.731 -9.667 -26.380
C 4.507 -10.616 -26.737
O 4.596 -11.089 -27.898
C 5.196 -11.153 -25.488
O 4.974 -10.247 -24.475
O 5.998 -12.109 -25.511
F 6.941 -16.275 -22.957
C 6.452 -16.613 -24.198
C 6.350 -17.921 -24.627
C 5.910 -18.263 -25.903
C 5.443 -17.225 -26.690
C 5.675 -15.923 -26.356
C 6.157 -15.613 -25.078
H 6.639 -18.683 -23.918
H 5.926 -19.276 -26.277
H 4.939 -17.476 -27.612
H 5.480 -15.180 -27.114
H 6.197 -14.568 -24.807
F 4.267 -12.717 -18.042
C 4.971 -12.723 -19.181
C 4.705 -11.782 -20.178
C 5.498 -11.794 -21.312
C 6.507 -12.732 -21.459
C 6.710 -13.717 -20.510
C 6.036 -13.645 -19.315
H 3.862 -11.116 -20.066
H 5.323 -11.026 -22.051
H 7.173 -12.514 -22.280
H 7.516 -14.430 -20.595
H 6.221 -14.422 -18.588
F -3.819 -12.549 -20.555
C -3.194 -11.939 -21.546
C -2.715 -12.675 -22.630
C -1.739 -12.166 -23.472
C -1.336 -10.810 -23.327
C -1.965 -10.054 -22.295
C -2.854 -10.641 -21.377
H -2.992 -13.691 -22.871
H -1.404 -12.765 -24.306
H -0.637 -10.267 -23.946
H -1.673 -9.015 -22.253
H -3.198 -10.103 -20.506
F 1.565 -15.918 -25.153
C 1.133 -14.784 -25.785
C -0.169 -14.810 -26.346
C -0.665 -13.651 -26.857
C 0.174 -12.619 -27.085
C 1.485 -12.628 -26.658
C 1.993 -13.724 -25.980
H -0.734 -15.711 -26.157
H -1.689 -13.702 -27.196
H -0.232 -11.806 -27.668
H 2.089 -11.740 -26.768
H 2.976 -13.849 -25.548
F 3.624 -12.482 -33.616
C 2.934 -11.850 -32.624
C 1.586 -12.052 -32.617
C 0.708 -11.480 -31.715
C 1.268 -10.633 -30.750
C 2.696 -10.429 -30.688
C 3.497 -11.032 -31.687
H 1.083 -12.612 -33.391
H -0.353 -11.649 -31.823
H 0.716 -10.211 -29.924
H 3.022 -9.802 -29.871
H 4.530 -10.737 -31.803
C 8.466 -9.688 -24.525
S 9.291 -11.307 -24.044
O 10.215 -11.761 -25.159
C 10.403 -10.653 -22.720
H 7.578 -9.472 -23.932
H 8.195 -9.867 -25.566
H 9.193 -8.904 -24.313
H 9.594 -10.325 -22.068
H 11.061 -9.936 -23.212
H 10.982 -11.393 -22.167
C 3.529 -14.277 -29.247
S 4.941 -14.041 -30.505
O 6.120 -14.803 -29.958
C 4.128 -15.083 -31.823
H 3.454 -15.250 -28.762
H 2.590 -13.970 -29.709
H 3.724 -13.540 -28.468
H 4.618 -15.007 -32.794
H 3.084 -14.794 -31.939
H 4.147 -16.129 -31.517
C 0.157 -7.363 -25.729
S 0.237 -8.551 -27.133
O -1.145 -8.417 -27.748
C 1.245 -7.482 -28.266
H -0.357 -6.440 -25.999
H 1.215 -7.228 -25.504
H -0.349 -7.866 -24.905
H 2.294 -7.456 -27.971
H 0.772 -6.500 -28.238
H 1.122 -7.898 -29.266
C 4.737 -7.654 -33.757
O 4.344 -7.771 -32.351
C 4.982 -7.075 -31.430
O 5.737 -6.158 -31.546
O 4.594 -7.659 -30.222
C 5.142 -7.089 -29.046
H 4.118 -8.470 -34.132
H 5.775 -7.883 -33.995
H 4.419 -6.736 -34.250
H 4.759 -6.071 -28.968
H 6.227 -7.030 -29.128
H 4.889 -7.692 -28.174
C -1.816 -3.316 -20.144
O -2.552 -4.584 -19.963
C -2.105 -5.804 -20.424
O -2.755 -6.880 -20.321
O -0.916 -5.731 -21.068
C -0.255 -6.895 -21.426
H -0.986 -3.256 -19.441
H -2.425 -2.437 -19.933
H -1.539 -3.294 -21.198
H 0.704 -6.667 -21.889
H -0.887 -7.308 -22.212
H -0.248 -7.616 -20.608
C 1.022 -10.258 -19.374
O 2.069 -9.446 -19.868
C 2.463 -8.360 -19.220
O 2.051 -7.957 -18.127
O 3.248 -7.729 -20.150
C 3.524 -6.377 -19.884
H 1.006 -11.153 -19.997
H 0.053 -9.768 -19.460
H 1.156 -10.514 -18.323
H 2.568 -5.919 -19.632
H 3.912 -5.798 -20.723
H 4.125 -6.296 -18.978
C 6.829 -6.880 -25.838
O 5.733 -6.020 -26.152
C 5.854 -4.729 -25.893
O 6.966 -4.097 -25.736
O 4.599 -4.200 -26.060
C 4.330 -2.837 -25.572
H 7.050 -7.561 -26.661
H 6.705 -7.536 -24.976
H 7.765 -6.361 -25.632
H 3.807 -2.856 -24.616
H 3.719 -2.240 -26.248
H 5.188 -2.239 -25.263

E_HOMO (alpha / beta)   -8.4 / -8.4 eV
LUMO energy (alpha / beta)   -1.60 / -6.34 eV
Multiplicity   2

***

# 2
The following is a quantum chemistry calculation of 2 unconnected molecules or ions with the total composition C27H40BN2 in a non-equilibrium geometry, from the Open Molecules 2025 dataset.

Cartesian coordinates (Å):
C -2.885 0.191 -2.836
C -2.359 -0.774 -1.818
C -2.495 -0.481 -0.447
C -2.093 -1.427 0.484
C -2.388 -0.944 1.910
C -1.296 -2.542 0.073
C -0.170 -3.020 0.962
C -0.555 -3.804 2.250
C 0.706 -1.805 1.262
C 0.630 -0.626 0.147
C 2.102 -0.256 -0.190
C 2.531 -0.211 -1.552
C 1.510 -0.138 -2.663
C 3.898 -0.221 -1.883
C 4.868 -0.391 -0.896
C 6.306 -0.607 -1.265
C 4.462 -0.085 0.424
C 3.110 -0.058 0.823
C 2.830 0.281 2.270
C -1.246 -2.888 -1.294
C -0.462 -4.071 -1.794
C -1.742 -1.968 -2.221
H -3.028 -0.342 -3.790
H -3.863 0.608 -2.537
H -2.234 1.064 -3.048
H -2.889 0.494 -0.096
H -2.387 -1.735 2.669
H -1.680 -0.160 2.269
H -3.391 -0.458 1.972
H 0.442 -3.735 0.375
H -1.259 -4.606 1.975
H 0.352 -4.267 2.699
H -1.028 -3.172 3.014
H 0.400 -1.283 2.164
H 1.732 -2.140 1.489
H 0.204 -1.062 -0.783
H 2.064 -0.001 -3.607
H 0.908 -1.067 -2.732
H 0.806 0.715 -2.523
H 4.129 -0.166 -2.942
H 6.986 -0.456 -0.428
H 6.482 -1.635 -1.582
H 6.638 -0.004 -2.115
H 5.242 0.037 1.197
H 3.710 0.789 2.676
H 1.971 0.945 2.367
H 2.661 -0.626 2.853
H -0.461 -4.132 -2.896
H 0.619 -3.998 -1.526
H -0.820 -5.052 -1.444
H -1.661 -2.151 -3.297
H 0.026 0.114 0.412
B -0.763 1.995 0.385
H 0.252 2.012 1.092
H -0.519 1.876 -0.798
C -1.816 2.971 0.763
N -1.329 4.256 0.754
C 0.053 4.565 0.504
C -2.308 5.146 1.076
C -3.447 4.433 1.265
N -3.137 3.130 1.056
C -4.182 2.180 1.288
H 0.175 5.653 0.512
H 0.732 4.142 1.254
H 0.414 4.179 -0.453
H -2.150 6.199 1.155
H -4.418 4.757 1.555
H -5.105 2.707 1.623
H -4.476 1.655 0.373
H -3.906 1.469 2.070

Charge   +1
E_HOMO   -10.4 eV
LUMO energy   -4.14 eV

***

# 3
The following is a quantum chemistry calculation of a molecular structure, C2H4I2S in a non-equilibrium geometry, from the Open Molecules 2025 dataset.

Cartesian coordinates (Å):
C -0.701 0.224 1.018
C 0.687 -0.015 0.398
S -0.841 -0.224 -2.417
I 1.764 -1.751 0.442
I 1.729 1.796 0.128
H -1.403 -0.004 0.186
H -0.705 -0.616 1.823
H -0.883 1.206 1.308
H 0.354 -0.617 -2.886

E_HOMO (alpha / beta)   -9.6 / -7.9 eV
LUMO energy (alpha / beta)   -0.71 / -2.27 eV
ΔE to the lowest compared entry with this formula, charge and spin   64.38 kcal/mol

***

These records have total energy values of -148868.05646 -32296.08180 -29171.82609 eV, in the order they appear.